Entry 1:
The following is a DFT calculation (ωB97M-V/def2-TZVPD) of a cluster of 2 separate species, C4H7N3 in total.

```
14
Properties=species:S:1:pos:R:3:forces:R:3:lowdin_charge:R:1
C -1.326105 -1.648348 0.373787 -0.9 -0.3 0.0 -0.25
C 0.417703 1.266736 0.283748 -0.2 0.4 0.3 -0.33
C -0.852500 1.056916 0.635921 0.2 0.4 0.2 -0.06
C 0.082235 -1.513640 0.214733 1.4 -0.3 0.1 -0.30
N -2.440257 -1.841513 0.565381 -0.2 0.0 0.0 0.17
N 0.844895 1.427331 -1.005294 0.3 0.0 -0.3 0.05
N 0.602300 -1.517617 -0.938842 -0.3 -0.2 -0.4 0.10
H 1.200180 1.352549 1.029979 0.0 0.0 0.0 0.11
H -1.149593 1.009645 1.666684 0.0 0.0 0.2 0.06
H -1.635005 1.005595 -0.100653 -0.2 -0.1 -0.2 0.07
H 0.624707 -1.507844 1.169804 0.0 0.1 -0.3 0.12
H 1.815564 1.251919 -1.217747 -0.2 0.0 0.0 0.09
H 0.197380 1.148084 -1.725178 0.1 0.0 -0.1 0.09
H 1.618495 -1.489813 -0.952324 0.0 0.0 0.4 0.06
```
Forces are in eV/Å.

energy above the lowest of the compared OMol25 structures with the same formula, charge and spin: 1.895 eV
frontier orbital gap: 9.003 eV
total charge: 0
SMILES string: [H]/N=C/C#N.C=CN
energy: -8729.784 eV

***

Entry 2:
The following is a DFT calculation (ωB97M-V/def2-TZVPD) of a cluster of 2 separate species, C26H49ClO11P in total.

```
88
Properties=species:S:1:pos:R:3:forces:R:3:lowdin_charge:R:1
C 1.898127 1.343784 4.498066 -0.2 -0.4 -0.1 -0.05
C 1.907318 -0.120404 4.940453 -0.2 1.0 0.5 -0.21
O 2.748342 -0.866754 4.061238 -0.4 -0.4 -0.5 -0.02
C 2.334814 -2.121348 3.799225 -1.2 -1.3 1.3 -0.48
O 1.599538 -2.761526 4.546286 1.0 1.2 -1.1 0.09
C 2.879274 -2.720667 2.530146 0.5 0.9 0.0 -0.08
C 3.212202 -1.744446 1.384073 -0.1 -0.6 0.0 -0.15
C 2.274358 -1.817453 0.176823 0.3 0.7 0.0 -0.13
C 1.221250 -0.709867 0.116125 -0.3 -0.9 0.3 -0.33
C 0.483277 -0.409662 1.413064 0.2 -0.7 -0.1 -0.07
C -0.402573 -1.465268 2.049110 -1.6 0.6 2.4 -0.68
O -1.020959 -1.230200 3.080029 1.4 -0.6 -2.4 0.01
Cl -0.641029 -3.062715 1.288433 0.2 0.4 0.1 0.74
O 0.260836 -1.073531 -0.865354 0.4 0.2 -0.1 -0.12
C -0.058803 -0.073670 -1.813060 -0.6 -0.3 -0.7 -0.29
C -1.095942 -0.707901 -2.763834 0.2 -0.4 0.6 -0.11
C -2.040018 -1.618582 -1.981182 -0.6 0.4 -0.9 -0.20
C -3.399356 -1.872902 -2.648506 0.1 -0.4 0.6 -0.19
C -4.419016 -2.182992 -1.552451 -0.1 -0.1 -0.5 -0.22
C -4.225138 -3.588876 -0.988762 0.0 0.1 0.5 -0.19
C -4.592994 -3.789482 0.491208 -0.7 -0.1 -0.4 -0.18
C -5.623567 -2.812561 1.080448 0.3 -0.4 0.5 -0.16
C -4.938753 -1.771223 1.930241 -0.6 0.6 0.0 -0.18
O -5.872536 -1.262060 2.916995 0.3 -0.2 0.3 -0.02
C -5.251158 -0.749441 4.019734 -0.6 -0.8 2.1 -0.50
C -4.237782 0.330567 3.783128 -0.2 0.0 0.0 0.01
O -5.544271 -1.146860 5.143509 0.3 0.8 -2.2 0.10
C -0.680593 1.167656 -1.182437 0.1 -0.3 0.1 -0.15
O 0.231477 2.087759 -0.605872 0.0 0.0 0.1 -0.10
C 0.689766 3.095092 -1.462515 0.1 0.0 -0.4 -0.49
O 1.279287 2.625044 -2.630386 -0.3 -0.1 0.0 -0.13
C 2.602412 2.101519 -2.424021 0.0 0.2 -0.2 -0.14
C 3.699674 3.013169 -2.986293 0.1 -1.1 0.2 -0.38
C 4.947175 2.933906 -2.109870 -0.1 0.3 0.0 -0.04
O 4.055997 2.538346 -4.279231 0.2 0.2 -0.1 -0.03
P -0.587574 4.372087 -1.892361 0.2 0.7 -0.1 0.77
O -0.548591 5.546042 -0.999126 -0.1 0.1 0.4 -0.43
H 0.912282 1.622431 4.146159 -0.2 0.1 -0.1 0.07
H 2.586574 1.490488 3.677218 0.3 0.1 -0.1 0.08
H 2.153928 2.001421 5.313542 0.2 0.2 0.2 0.07
H 2.262998 -0.174115 5.960213 0.3 -0.4 0.2 0.12
H 0.895241 -0.498570 4.942304 -0.1 -0.5 -0.2 0.11
H 3.803733 -3.197691 2.837874 0.2 -0.3 0.1 0.13
H 2.197866 -3.495930 2.222492 -0.2 -0.3 0.0 0.10
H 3.286060 -0.738576 1.778056 0.0 0.3 0.0 0.11
H 4.198947 -2.000119 1.024649 0.3 0.0 0.0 0.11
H 2.892062 -1.642358 -0.697486 0.0 -0.1 -0.4 0.12
H 1.830382 -2.791973 0.039753 -0.2 -0.3 0.2 0.09
H 1.772645 0.177854 -0.167973 -0.2 0.5 -0.1 0.14
H 1.185985 -0.113648 2.182103 0.2 0.1 0.3 0.11
H -0.179814 0.433011 1.279081 -0.1 0.3 0.0 0.12
H 0.824454 0.157672 -2.397642 0.2 0.4 0.0 0.13
H -1.659935 0.067545 -3.266550 -0.1 0.3 -0.2 0.11
H -0.590487 -1.278672 -3.531884 0.2 -0.1 -0.2 0.12
H -1.564131 -2.567822 -1.797112 0.3 -0.2 0.4 0.10
H -2.262481 -1.135803 -1.039114 0.1 0.0 0.5 0.10
H -3.357674 -2.757771 -3.277923 0.1 0.0 -0.5 0.11
H -3.715762 -1.031746 -3.253971 -0.1 0.3 -0.1 0.11
H -5.424530 -2.119088 -1.960384 -0.2 0.1 0.0 0.11
H -4.347509 -1.420677 -0.785670 0.0 0.2 0.3 0.09
H -3.197139 -3.911848 -1.100477 0.3 0.0 -0.2 0.09
H -4.816039 -4.267785 -1.594920 -0.1 -0.2 -0.1 0.11
H -5.011692 -4.785390 0.579510 0.0 -0.3 0.1 0.10
H -3.714379 -3.799786 1.121225 0.4 0.1 0.1 0.08
H -6.269768 -3.359614 1.756533 -0.2 -0.1 0.2 0.12
H -6.265938 -2.370649 0.331137 -0.1 0.2 -0.2 0.11
H -4.106544 -2.213029 2.462353 0.3 -0.1 0.1 0.12
H -4.593852 -0.931060 1.333979 0.3 0.1 -0.1 0.12
H -3.991906 0.791194 4.724424 0.1 0.1 0.3 0.09
H -3.329468 -0.074365 3.356669 0.2 -0.1 -0.2 0.06
H -4.649128 1.080052 3.117888 0.0 0.1 -0.3 0.09
H -1.347829 1.632701 -1.897942 0.1 0.3 -0.3 0.10
H -1.308143 0.825845 -0.367956 -0.3 0.0 0.2 0.13
H 1.426735 3.654094 -0.891482 0.0 0.2 0.4 0.14
H 2.775680 1.883003 -1.376229 -0.2 0.1 0.3 0.11
H 2.632172 1.152859 -2.950203 0.1 -0.3 -0.1 0.13
H 3.322163 4.029084 -3.041950 -0.1 0.3 0.0 0.15
H 5.425530 3.901653 -2.036021 0.3 0.1 0.0 0.08
H 5.659030 2.243360 -2.535030 0.2 -0.1 -0.3 0.09
H 4.715627 2.566999 -1.113826 -0.1 0.1 0.3 0.06
H 3.291924 2.144653 -4.697573 -0.3 0.1 -0.2 0.08
H -1.855788 3.757112 -1.947205 0.1 -0.2 -0.1 0.01
H -0.281398 4.719653 -3.222234 -0.1 -0.4 -0.1 0.03
C 6.949722 4.591937 -4.637450 -0.2 -0.2 -0.3 -0.54
O 7.753168 5.271999 -3.807285 -0.1 -0.1 0.0 -0.45
H 6.130631 3.997778 -4.157455 0.1 0.1 0.0 0.00
H 6.372704 5.198408 -5.402115 0.1 0.2 0.1 0.03
H 7.438623 3.810692 -5.297175 0.2 0.1 0.1 0.03
```
Forces are in eV/Å.

frontier orbital gap: 3.653 eV
total charge: -1
energy: -72088.135 eV

***

Entry 3:
The following is a DFT calculation (ωB97M-V/def2-TZVPD) of a structure of composition C7H13B11Br6CaF2N5O3.

```
48
Properties=species:S:1:pos:R:3:forces:R:3:lowdin_charge:R:1
Ca -0.653156 0.215398 1.068282 -0.8 0.3 -0.4 1.06
Br -3.275694 0.693620 -0.126447 0.2 0.1 0.0 0.89
B -3.922830 -1.062745 0.500810 0.0 0.0 0.0 -0.86
B -5.580012 -1.554633 0.210390 -0.1 0.0 0.0 -0.24
C -5.473506 -3.241009 0.105396 -0.1 -0.1 -0.1 0.06
B -4.242952 -2.360117 -0.642865 0.0 0.0 -0.1 -0.25
B -3.920901 -3.906449 0.180806 0.0 -0.1 0.0 -0.25
B -5.053314 -4.052387 1.538376 -0.1 -0.1 0.0 -0.23
B -6.078545 -2.598381 1.557764 -0.1 0.0 0.0 -0.23
B -5.059340 -1.189524 1.869287 0.0 0.0 0.0 -0.91
Br -5.646561 0.385325 2.822085 0.0 0.1 0.0 0.89
B -4.731384 -2.752886 2.695325 0.0 0.0 0.0 -0.91
Br -4.960167 -2.947090 4.602092 0.0 0.0 0.1 0.90
B -3.382763 -3.567172 1.835137 0.0 0.0 0.0 -0.91
Br -2.077370 -4.677315 2.742117 0.0 0.0 0.0 0.87
B -2.910580 -2.509898 0.488125 0.2 0.0 0.0 -0.84
Br -1.019067 -2.475245 -0.140377 -0.1 0.1 0.1 0.87
B -3.400767 -1.803932 2.028872 0.1 0.1 0.1 -0.91
Br -2.110508 -0.934273 3.280721 0.0 0.0 -0.1 0.82
H -6.370544 -0.937075 -0.406275 0.0 0.0 0.0 0.17
H -6.180877 -3.732316 -0.545663 0.0 0.0 0.0 0.19
H -4.138758 -2.275876 -1.813506 0.0 0.0 0.0 0.17
H -3.604819 -4.847399 -0.453514 0.0 0.0 0.0 0.17
H -5.510178 -5.104710 1.801688 0.0 0.0 0.0 0.17
H -7.219684 -2.684532 1.832866 0.0 0.0 0.0 0.17
C 5.068343 -0.090716 0.996739 0.0 0.0 0.0 0.07
O 3.791794 -0.360958 0.312311 0.0 0.0 0.1 0.07
C 2.668505 -0.171137 0.889383 1.1 0.2 1.1 -0.43
O 1.601585 -0.305143 0.181750 -0.2 0.0 -0.8 0.02
N 2.539848 0.105340 2.165899 0.3 0.1 0.2 0.11
N 1.297404 0.463438 2.709527 0.0 -0.1 0.0 0.03
H 5.821014 -0.310089 0.250254 0.0 0.0 0.0 0.12
H 5.164392 -0.769756 1.841721 0.0 0.0 0.0 0.11
H 5.093232 0.966303 1.264785 0.0 0.0 0.0 0.07
H 3.381979 0.321509 2.686149 0.0 0.0 0.0 0.18
H 1.287399 1.484281 2.787109 0.0 0.0 0.0 0.11
H 1.199763 0.015296 3.616854 0.0 0.0 0.0 0.13
F 2.483886 0.785088 -1.619007 0.0 0.1 0.2 0.19
C 1.834596 -0.301261 -1.262113 -0.4 -0.4 -1.0 -0.37
F 0.616550 -0.265935 -1.758888 -0.2 0.0 0.0 0.14
H 2.354649 -1.214661 -1.542670 0.1 0.0 0.0 0.20
O 0.102897 2.230751 0.332096 0.1 -0.2 0.4 -0.32
N 1.298384 2.480236 0.795674 -0.4 0.0 -0.4 -0.09
C 2.046062 3.263389 0.077663 0.2 -0.2 0.1 -0.30
C 1.632273 3.843709 -1.162416 0.1 0.1 0.0 -0.16
N 1.322597 4.306756 -2.166077 0.0 0.0 0.0 0.21
C 3.400396 3.305400 0.555932 -0.1 0.3 0.2 -0.15
N 4.431947 3.228580 1.059240 0.0 -0.1 -0.1 0.17
```
Forces are in eV/Å.

energy above the lowest of the compared OMol25 structures with the same formula, charge and spin: 1.656 eV
frontier orbital gap: 8.113 eV
total charge: +1
energy: -472635.602 eV

***

Entry 4:
The following is a DFT calculation (ωB97M-V/def2-TZVPD) of a structure of composition C24H50N2O2P2ReS.

```
82
Properties=species:S:1:pos:R:3:forces:R:3:lowdin_charge:R:1
Re 0.103971 -0.288631 -0.192533 -1.3 0.6 0.1 0.74
C 1.976983 -0.451647 -0.813097 7.7 -1.0 -2.1 -0.24
O 3.096502 -0.576543 -1.149211 -5.6 0.8 1.6 0.22
C -1.809353 0.057641 0.102559 -8.0 1.4 2.5 -0.23
O -2.937853 0.247073 0.390851 5.8 -0.9 -1.7 0.20
P 0.137457 1.949463 -1.189435 0.7 2.7 -2.5 1.01
C -0.194647 1.913194 -3.030776 0.0 -0.6 -0.2 -0.50
H -0.164462 2.967675 -3.337649 0.0 -0.2 0.3 0.11
C -1.179907 3.164762 -0.651854 -0.6 -0.5 0.9 -0.50
H -2.091378 2.542860 -0.711775 0.2 0.3 0.0 0.09
C 1.805734 2.781573 -1.147203 0.2 -0.5 0.4 -0.51
H 2.442466 2.049854 -1.676459 -0.2 0.2 0.1 0.09
C 1.627681 -3.480498 0.931148 0.5 0.3 0.4 -0.49
P 0.123992 -2.584367 0.271628 1.5 -4.5 -1.1 0.96
H -0.581036 -4.202043 -1.406946 0.1 0.3 0.0 0.14
H 2.389432 -3.281277 0.158067 -0.3 0.0 0.1 0.11
C -1.320660 -3.486489 1.065353 -1.8 0.3 1.1 -0.45
H -1.061059 -4.555767 1.029059 0.6 0.3 -0.4 0.13
C -0.989410 3.570217 0.806439 -0.3 0.1 0.5 -0.10
H -1.931925 3.989929 1.187172 0.3 0.0 -0.1 0.11
H -0.208285 4.332256 0.945898 -0.3 -0.2 -0.2 0.09
H -0.748443 2.707118 1.436168 -0.1 0.1 -0.1 0.02
C -1.405355 4.409241 -1.512235 0.2 0.1 -0.4 -0.05
H -0.576186 5.123510 -1.443501 -0.3 -0.2 -0.1 0.09
H -2.298697 4.914385 -1.117923 0.2 -0.2 0.0 0.12
H -1.603097 4.182681 -2.564260 0.0 0.1 0.2 0.09
C 1.909104 4.117109 -1.887657 0.0 0.2 -0.1 -0.05
H 1.495378 4.093721 -2.902179 0.1 0.0 0.3 0.09
H 2.979081 4.352622 -1.985989 -0.3 -0.1 0.0 0.12
H 1.453934 4.942812 -1.325921 0.1 -0.3 -0.2 0.09
C 2.345240 2.911286 0.278580 0.4 0.1 0.2 -0.11
H 3.391164 3.248983 0.223489 -0.3 -0.1 0.1 0.12
H 2.341232 1.951524 0.814445 0.1 0.1 -0.1 0.03
H 1.788360 3.649909 0.873266 0.2 -0.1 -0.3 0.07
C 0.893369 1.169894 -3.804674 0.3 0.0 0.2 -0.11
H 1.877392 1.648453 -3.726653 -0.3 0.0 -0.1 0.09
H 0.621175 1.119514 -4.867410 0.1 0.1 0.2 0.11
H 1.003224 0.137606 -3.448867 0.0 0.2 -0.1 0.02
C -1.587889 1.362955 -3.344049 -0.1 0.0 0.0 -0.08
H -1.672881 0.303737 -3.064931 0.0 0.1 -0.1 0.05
H -1.764037 1.429423 -4.427467 0.0 0.0 0.3 0.12
H -2.387870 1.915896 -2.836551 0.1 -0.1 -0.2 0.08
C 1.428705 -4.999780 1.040941 -0.2 -0.2 0.0 -0.06
H 1.026096 -5.455404 0.129505 0.1 0.1 0.2 0.09
H 0.776961 -5.269301 1.881505 0.2 0.1 -0.1 0.10
H 2.402431 -5.472897 1.232695 -0.2 0.2 -0.1 0.12
C 2.152077 -2.888513 2.237752 0.1 0.1 0.2 -0.11
H 1.411082 -2.910524 3.046736 0.3 -0.1 -0.1 0.07
C -0.779570 -2.212824 -2.224253 -0.3 -1.2 0.1 -0.11
H 2.477272 -1.850469 2.097779 0.1 -0.1 0.1 0.04
H 3.029728 -3.462199 2.569779 -0.3 0.2 -0.1 0.12
C 1.364100 -3.611182 -2.102012 -0.1 0.2 -0.1 -0.06
H -0.530623 -1.143968 -1.897512 0.1 0.4 -0.4 0.00
H -0.509750 -2.263200 -3.270854 -0.1 0.5 0.2 0.02
H -1.863394 -2.338178 -2.147983 0.1 0.4 0.2 0.11
C 0.006570 -3.271891 -1.461925 0.3 0.0 0.5 -0.47
H 1.215467 -3.817565 -3.170383 0.0 0.0 0.2 0.11
H 1.830549 -4.497767 -1.658132 -0.2 0.2 -0.1 0.09
H 2.073807 -2.778608 -2.020557 -0.1 -0.2 -0.2 0.07
C -2.642170 -3.308329 0.311287 0.3 0.2 -0.2 -0.06
H -2.927648 -2.251010 0.250301 -0.2 -0.3 0.0 0.06
H -3.433909 -3.835561 0.860957 0.2 0.1 -0.1 0.13
H -2.607860 -3.729076 -0.698428 -0.1 0.0 0.2 0.09
C -1.456638 -3.081063 2.529658 0.1 0.1 0.1 -0.08
H -1.689505 -2.010748 2.613991 0.0 -0.3 0.0 0.04
H -0.550882 -3.289579 3.114357 -0.3 0.0 -0.1 0.08
H -2.290147 -3.636595 2.987956 0.2 0.1 -0.1 0.13
H 0.130088 -1.683489 -4.561427 0.1 0.7 -0.7 0.10
H -0.014886 -0.945026 -4.619948 0.1 -0.8 -0.3 0.09
C -1.844974 0.161890 4.171165 -0.6 -0.3 0.3 0.03
N -0.878957 1.248314 4.038913 0.3 0.6 0.1 -0.07
C -0.850600 2.409502 4.820001 -0.4 -1.6 -0.7 0.09
C 0.236919 3.123687 4.437306 1.2 -0.4 -1.0 0.07
N 0.857579 2.397105 3.435034 -0.6 0.0 0.1 0.13
C 0.135794 1.279084 3.152146 0.4 1.0 0.5 -0.57
S 0.567684 0.067229 1.968309 -0.3 0.2 1.3 0.86
H -2.427925 0.033916 3.247709 0.1 0.3 0.3 0.10
H -1.355797 -0.791599 4.418329 0.0 0.5 0.0 0.11
H -2.509795 0.445471 4.991278 0.0 -0.2 -0.2 0.13
H -1.603875 2.586132 5.571686 0.0 0.1 0.0 0.17
H 0.639148 4.064492 4.776340 0.0 0.0 0.1 0.17
H 1.718403 2.637915 2.953068 -0.1 0.2 0.1 0.16
```
Forces are in eV/Å.

spin multiplicity: 4
frontier orbital gap (alpha / beta): 7.274 / 4.539 eV
total charge: +4
energy: -64273.009 eV

***

For the records above, the corresponding max |F| values read 1.4; 3.0; 1.5; 8.5 eV Å⁻¹.